No. 1
{
  "formula": "C3H3CuO2",
  "method": "ωB97M-V/def2-TZVPD",
  "homo_ev": [-2.27, -2.32],
  "spin_multiplicity": 2,
  "lumo_ev": [2.33, 2.28],
  "charge": -1,
  "symbols": ["Cu", "O", "O", "C", "C", "C", "H", "H", "H"],
  "positions_angstrom": [[-0.643, -1.670, -1.217], [-0.642, 0.131, 0.414], [1.164, -1.795, 2.190], [-0.671, 0.535, 1.584], [-0.279, 0.449, -1.971], [-0.333, 1.063, -0.817], [-0.054, 1.155, -2.784], [1.676, -1.933, 2.992], [-0.219, 2.067, -0.391]],
  "forces_ev_per_angstrom": [[0.590, 1.699, -0.244], [-0.147, 0.100, -0.158], [-0.211, 0.087, -0.414], [0.022, -0.018, -0.145], [-0.243, -0.594, 0.772], [0.068, -0.209, 0.519], [-0.121, -0.620, -0.034], [0.027, -0.068, 0.039], [0.016, -0.375, -0.334]]
}

No. 2
{
  "formula": "CH6N2OP2S",
  "method": "ωB97M-V/def2-TZVPD",
  "homo_ev": -8.63,
  "spin_multiplicity": 1,
  "lumo_ev": -0.11,
  "charge": 0,
  "symbols": ["S", "P", "P", "O", "N", "N", "C", "H", "H", "H", "H", "H", "H"],
  "positions_angstrom": [[-2.522, -0.919, 0.065], [-0.480, 1.403, -0.302], [-3.655, 0.885, 0.579], [-2.391, -1.826, 1.241], [0.262, -0.115, -0.400], [-1.924, 0.717, 0.283], [0.801, -0.645, 0.814], [-4.116, 0.774, -0.679], [0.975, -0.340, -1.230], [0.513, -1.701, 0.902], [-0.677, 1.420, -1.695], [0.241, -0.148, 1.683], [1.943, -0.522, 0.911]],
  "forces_ev_per_angstrom": [[-0.181, 0.121, 1.581], [0.249, 0.210, -0.302], [1.641, -0.461, 1.456], [0.413, 1.017, -1.240], [3.082, -1.049, -3.045], [-2.061, -1.090, 0.580], [0.488, 0.066, 2.148], [-0.703, 0.519, -2.077], [-2.530, 1.065, 2.205], [0.401, 0.080, 0.041], [-0.203, 0.226, -0.482], [1.138, -0.584, -0.947], [-1.734, -0.118, 0.083]]
}

No. 3
{
  "formula": "C2H7N3",
  "method": "ωB97M-V/def2-TZVPD",
  "homo_ev": -8.45,
  "spin_multiplicity": 1,
  "lumo_ev": 0.87,
  "charge": 0,
  "symbols": ["N", "N", "N", "C", "C", "H", "H", "H", "H", "H", "H", "H"],
  "positions_angstrom": [[-1.115, 0.256, -1.593], [0.302, -0.395, 0.125], [1.447, 0.121, 0.729], [-0.624, -0.261, 0.909], [0.094, 0.012, -1.245], [-0.268, -0.902, 1.659], [0.817, 0.058, -2.010], [-1.461, -0.760, 0.210], [-1.208, 0.602, 1.170], [-1.968, 0.193, -0.938], [1.553, 1.214, 0.899], [2.433, -0.138, 0.085]],
  "forces_ev_per_angstrom": [[-0.643, 0.169, -1.097], [11.254, 2.403, -10.323], [6.969, 1.077, -1.225], [-12.053, -3.111, 4.365], [-4.560, 0.000, 2.432], [-1.140, -0.560, 2.555], [1.379, -0.086, -0.194], [0.666, -0.165, 2.730], [0.661, 1.640, 0.414], [2.448, 0.282, -1.062], [-1.076, -2.520, -0.990], [-3.905, 0.871, 2.395]]
}

No. 4
{
  "formula": "C5H9NO",
  "method": "ωB97M-V/def2-TZVPD",
  "homo_ev": [-6.18, -5.76],
  "spin_multiplicity": 1,
  "lumo_ev": [0.95, 0.75],
  "charge": 0,
  "symbols": ["O", "N", "C", "C", "C", "C", "C", "H", "H", "H", "H", "H", "H", "H", "H", "H"],
  "positions_angstrom": [[1.670, -1.401, -0.136], [0.120, 0.004, -0.798], [-1.458, 0.054, 1.115], [-0.070, 1.358, -1.321], [-0.074, -0.040, 0.570], [1.094, -0.791, -1.186], [0.910, -1.050, 1.063], [-2.135, 0.599, 0.444], [-0.930, 1.821, -0.836], [1.616, -0.656, 1.812], [0.817, 1.917, -1.013], [0.471, -1.976, 1.470], [-1.916, -0.939, 1.280], [-0.189, 1.393, -2.398], [1.559, -0.876, -2.156], [-1.477, 0.579, 2.077]],
  "forces_ev_per_angstrom": [[-0.037, -0.321, 0.174], [-0.209, 0.787, 0.409], [-0.178, 0.158, 0.192], [-0.027, 0.256, -0.364], [0.064, -0.157, 0.316], [0.361, -0.074, -0.316], [0.113, -0.284, 0.224], [0.201, -0.084, 0.105], [0.057, -0.223, -0.214], [-0.017, -0.234, -0.148], [-0.160, 0.103, -0.222], [-0.099, -0.017, 0.033], [0.082, 0.051, -0.043], [-0.026, -0.158, -0.226], [-0.054, 0.299, 0.133], [-0.070, -0.102, -0.055]]
}

No. 5
{
  "formula": "C18H31F4NO16",
  "method": "ωB97M-V/def2-TZVPD",
  "homo_ev": -8.90,
  "spin_multiplicity": 1,
  "lumo_ev": -0.21,
  "charge": 0,
  "symbols": ["F", "F", "F", "F", "O", "O", "O", "O", "O", "O", "O", "O", "O", "O", "O", "O", "O", "O", "O", "O", "N", "C", "C", "C", "C", "C", "C", "C", "C", "C", "C", "C", "C", "C", "C", "C", "C", "C", "C", "H", "H", "H", "H", "H", "H", "H", "H", "H", "H", "H", "H", "H", "H", "H", "H", "H", "H", "H", "H", "H", "H", "H", "H", "H", "H", "H", "H", "H", "H", "H"],
  "positions_angstrom": [[38.435, 55.627, 46.803], [32.942, 52.625, 51.831], [33.641, 55.640, 48.427], [33.720, 55.866, 52.288], [36.391, 57.252, 55.534], [34.870, 53.127, 46.625], [40.352, 56.866, 48.628], [42.200, 56.032, 47.711], [40.300, 54.888, 47.656], [34.994, 51.958, 52.762], [39.315, 48.584, 51.678], [36.876, 56.588, 53.315], [35.436, 50.585, 51.234], [40.473, 50.607, 53.221], [36.427, 50.230, 52.985], [40.273, 53.016, 51.962], [34.776, 56.945, 53.930], [37.110, 53.918, 50.380], [33.377, 53.554, 48.145], [33.298, 51.676, 46.802], [38.529, 51.173, 50.464], [36.142, 56.152, 52.338], [40.919, 52.686, 53.119], [41.114, 55.966, 48.015], [34.519, 51.502, 50.566], [33.844, 52.677, 47.174], [39.019, 56.341, 48.921], [34.257, 52.548, 51.664], [40.968, 54.024, 51.222], [35.663, 50.907, 52.380], [35.347, 54.471, 47.314], [39.364, 47.625, 50.606], [36.070, 57.000, 54.375], [40.009, 49.343, 53.812], [38.949, 55.137, 47.928], [40.168, 51.576, 53.898], [34.752, 56.738, 52.546], [40.256, 48.245, 52.743], [34.326, 54.592, 48.445], [34.936, 54.680, 49.361], [37.332, 51.326, 50.413], [41.860, 52.335, 52.900], [37.766, 54.172, 50.857], [40.674, 53.995, 50.059], [40.790, 54.909, 51.828], [34.669, 57.581, 51.892], [39.029, 46.723, 51.034], [33.443, 51.194, 50.225], [34.604, 53.555, 51.574], [38.846, 52.149, 50.385], [40.420, 47.601, 50.301], [38.820, 50.555, 49.687], [40.882, 53.589, 53.629], [38.600, 50.792, 51.257], [38.552, 47.880, 49.799], [35.292, 52.033, 49.858], [36.243, 54.469, 47.265], [39.073, 51.609, 54.088], [41.908, 53.906, 51.211], [40.630, 51.678, 54.883], [36.342, 56.277, 51.241], [39.982, 47.270, 53.181], [36.184, 54.973, 52.367], [38.143, 56.842, 48.670], [40.487, 49.052, 54.679], [39.034, 55.993, 49.912], [38.430, 54.338, 48.437], [39.041, 49.485, 54.187], [41.247, 48.231, 52.462], [35.309, 55.111, 46.350]],
  "forces_ev_per_angstrom": [[-1.508, -0.148, -1.643], [-1.243, -0.214, 1.144], [-2.958, 5.240, -0.471], [0.492, 0.341, -0.132], [-0.620, -0.676, -4.171], [4.981, 3.179, -0.416], [-1.316, 1.326, 0.814], [5.601, 0.521, -0.969], [0.161, -0.966, 0.351], [-1.545, 2.247, 1.424], [0.780, -0.241, -0.050], [2.914, 3.178, 4.587], [-3.252, -1.954, -9.160], [1.822, -11.449, -4.092], [1.607, -0.100, 2.579], [-1.135, -0.628, -3.511], [0.073, 1.341, 0.506], [-6.613, -3.249, -5.417], [0.872, -0.970, 1.267], [-0.460, 0.211, 1.010], [-5.931, 4.174, -8.890], [-3.404, -5.385, -4.963], [-3.263, 0.638, 1.374], [-6.303, -1.135, 0.132], [1.226, 2.464, -1.183], [-3.057, -0.854, 0.747], [2.313, -2.642, -1.505], [1.351, -1.185, -0.121], [-7.329, 0.434, -1.273], [1.199, 0.093, 5.071], [-11.971, -1.077, -5.242], [-0.858, 1.821, -0.236], [0.345, -0.340, 2.374], [1.264, 0.039, -3.384], [2.313, 1.729, 2.466], [-1.180, 8.809, 4.045], [0.605, -2.081, 0.522], [-4.629, 1.190, 1.311], [3.174, -3.159, -0.705], [-0.564, -1.643, 0.521], [4.110, -0.302, -0.208], [2.479, -0.837, -0.028], [6.589, 2.606, 5.074], [0.036, 0.431, 2.814], [-0.259, 0.942, -0.875], [-0.830, 1.055, 0.251], [-0.087, -1.627, 0.186], [2.608, -0.324, 0.178], [0.577, 0.419, -0.440], [0.114, -0.227, 0.359], [-0.530, -0.383, -0.736], [-0.103, 0.522, 0.740], [0.798, 1.719, 1.960], [1.734, -3.985, 8.359], [1.910, -0.106, 1.308], [-2.295, -1.000, 0.351], [11.619, -1.062, 1.755], [0.066, 1.027, -0.247], [7.344, -1.419, 0.087], [0.238, -0.449, 0.767], [1.176, 0.690, 1.133], [0.074, 0.157, -0.210], [-0.714, 1.892, -0.054], [-0.820, 2.238, -0.209], [2.120, -0.117, 1.924], [-0.195, -0.250, 1.352], [-0.435, -0.719, -0.607], [-2.108, 0.011, -0.426], [2.240, 0.152, -1.014], [-1.409, 0.065, 1.744]]
}

No. 6
{
  "formula": "C43H45AsCsF10N3OS2Te",
  "method": "ωB97M-V/def2-TZVPD",
  "homo_ev": -1.80,
  "spin_multiplicity": 1,
  "lumo_ev": 3.41,
  "charge": -2,
  "symbols": ["Cs", "Te", "As", "S", "S", "F", "F", "F", "F", "F", "F", "F", "F", "F", "F", "O", "N", "N", "N", "C", "C", "C", "C", "C", "C", "C", "C", "C", "C", "C", "C", "C", "C", "C", "C", "C", "C", "C", "C", "C", "C", "C", "C", "C", "C", "C", "C", "C", "C", "C", "C", "C", "C", "C", "C", "C", "C", "C", "C", "C", "C", "C", "H", "H", "H", "H", "H", "H", "H", "H", "H", "H", "H", "H", "H", "H", "H", "H", "H", "H", "H", "H", "H", "H", "H", "H", "H", "H", "H", "H", "H", "H", "H", "H", "H", "H", "H", "H", "H", "H", "H", "H", "H", "H", "H", "H", "H"],
  "positions_angstrom": [[-0.650, -0.434, 0.292], [1.446, 2.757, -2.543], [-0.216, 1.486, 3.359], [-1.491, 2.627, 0.713], [3.912, 0.691, -1.009], [-7.538, -0.921, 1.211], [0.692, -5.458, -2.624], [-0.300, -0.679, -5.052], [-3.298, -0.069, 3.097], [0.058, -5.370, -5.177], [-0.468, -3.017, -6.481], [-5.855, 0.621, 2.731], [-6.523, -3.183, 0.043], [-4.000, -3.901, 0.322], [0.368, -0.683, -2.460], [4.269, 0.866, -2.452], [-2.192, -2.270, 2.044], [0.859, -2.876, 1.869], [0.902, -2.912, -1.076], [0.587, -3.053, -2.352], [-2.313, 3.021, 2.198], [-1.795, 2.617, 3.445], [5.367, -2.135, -2.268], [0.301, -1.872, -3.111], [-4.068, -0.856, 2.319], [-1.579, -3.509, 1.617], [3.653, -1.094, -0.690], [1.558, -2.192, 2.940], [0.957, 4.147, 2.924], [0.479, -4.223, -3.162], [5.459, 0.866, -0.093], [3.502, 3.453, 3.789], [-2.441, 2.947, 4.632], [-0.786, -0.274, 5.529], [5.234, 0.875, 1.411], [-0.260, -3.686, 2.368], [-3.511, 3.758, 2.213], [1.457, 2.337, -4.633], [1.235, -4.081, -0.296], [-0.239, -0.065, 7.863], [-0.131, -3.027, -5.168], [3.260, 4.738, 3.323], [0.381, 1.150, 7.601], [3.893, -1.951, -1.925], [-6.239, -1.271, 1.381], [-0.426, 3.776, -2.640], [-5.720, -2.410, 0.806], [1.188, 2.857, 3.392], [-5.379, -0.492, 2.145], [-0.162, 0.945, 5.254], [-3.468, -2.037, 1.769], [2.475, 2.516, 3.806], [-4.397, -2.777, 0.981], [-4.151, 4.076, 3.397], [0.136, -4.203, -4.501], [-0.828, -0.774, 6.824], [1.987, 5.078, 2.885], [6.525, 1.144, 2.175], [0.415, 1.652, 6.305], [-0.042, -1.850, -4.438], [-3.619, 3.679, 4.620], [1.780, -3.659, 1.060], [-0.266, -0.456, 8.873], [-0.459, -3.405, 3.406], [-1.247, -0.833, 4.718], [-0.321, 4.700, -3.206], [7.281, 0.387, 1.951], [2.676, 1.510, 4.160], [-1.379, -3.551, 0.534], [4.814, -0.081, 1.736], [3.417, -2.914, -1.732], [1.283, 3.260, -5.184], [-1.165, 3.126, -3.104], [1.792, 6.075, 2.506], [6.140, 0.074, -0.417], [4.492, 1.637, 1.658], [-1.319, -1.720, 7.019], [5.853, 1.826, -0.436], [5.820, -1.183, -2.540], [0.868, -1.542, 3.479], [2.622, -1.209, -0.346], [-5.081, 4.634, 3.366], [5.917, -2.556, -1.419], [0.380, -4.759, -0.145], [2.355, -1.567, 2.524], [-2.196, -4.391, 1.847], [2.437, 1.938, -4.890], [0.887, 2.608, 6.114], [2.020, -2.885, 3.668], [0.834, 1.713, 8.409], [0.031, -4.749, 2.367], [4.492, 3.176, 4.131], [-0.746, 3.982, -1.619], [4.061, 5.468, 3.294], [6.939, 2.119, 1.907], [2.676, -3.057, 0.893], [2.021, -4.700, -0.758], [6.354, 1.138, 3.253], [-0.031, 4.415, 2.571], [2.100, -4.566, 1.612], [5.487, -2.819, -3.110], [4.316, -1.394, 0.126], [3.362, -1.514, -2.772], [-2.031, 2.616, 5.579], [-4.124, 3.919, 5.547], [-3.931, 4.064, 1.263], [0.694, 1.600, -4.868]],
  "forces_ev_per_angstrom": [[0.137, -0.398, -0.143], [-0.073, 0.108, 0.052], [-0.014, 0.059, 0.029], [-0.071, 0.605, 0.054], [-0.031, -0.061, 0.088], [0.008, -0.006, -0.004], [-0.007, 0.000, -0.013], [0.006, -0.018, 0.020], [-0.027, -0.007, -0.011], [0.001, 0.028, 0.022], [0.009, 0.001, 0.005], [0.011, -0.024, -0.006], [0.023, 0.012, 0.014], [-0.005, -0.008, -0.001], [0.066, -0.072, -0.256], [-0.043, 0.001, -0.036], [-0.117, -0.083, 0.135], [-0.043, -0.016, 0.100], [-0.049, -0.058, -0.007], [0.013, 0.048, 0.060], [-0.035, 0.025, 0.019], [-0.026, 0.030, 0.025], [-0.010, -0.005, 0.027], [0.000, 0.005, -0.035], [0.037, -0.008, 0.025], [0.010, -0.069, 0.035], [-0.039, -0.039, -0.025], [-0.022, -0.052, 0.002], [-0.001, -0.004, 0.005], [-0.003, -0.045, -0.044], [0.073, 0.052, -0.009], [-0.038, -0.012, -0.044], [-0.002, -0.007, -0.031], [0.031, 0.002, -0.001], [0.017, -0.013, 0.009], [-0.001, 0.003, 0.002], [0.009, -0.012, 0.029], [0.055, -0.032, -0.009], [-0.009, 0.009, -0.041], [0.008, 0.024, -0.008], [-0.003, 0.014, -0.038], [-0.019, -0.029, -0.001], [-0.015, -0.010, -0.020], [-0.024, -0.027, 0.046], [-0.042, 0.002, -0.004], [-0.025, -0.018, -0.002], [0.026, -0.054, -0.035], [0.031, 0.021, 0.043], [0.034, 0.062, 0.034], [0.001, -0.069, 0.024], [0.082, 0.033, 0.057], [-0.005, 0.036, 0.016], [-0.047, -0.013, -0.028], [0.024, -0.004, -0.038], [0.010, -0.087, 0.026], [0.008, 0.027, -0.020], [0.002, -0.011, 0.017], [0.019, 0.009, -0.003], [-0.015, -0.045, -0.008], [-0.001, 0.028, 0.031], [0.019, -0.008, -0.012], [0.003, 0.007, 0.026], [0.001, 0.001, 0.000], [0.007, -0.007, 0.004], [-0.014, -0.003, -0.008], [-0.014, -0.005, 0.007], [-0.007, 0.009, 0.003], [0.001, -0.010, 0.010], [-0.007, 0.004, 0.043], [-0.006, 0.011, -0.001], [-0.002, 0.005, -0.007], [0.002, -0.006, -0.013], [0.019, -0.001, -0.013], [0.002, -0.003, -0.003], [0.012, 0.025, 0.022], [-0.031, 0.028, 0.021], [-0.005, -0.002, -0.001], [0.026, -0.012, 0.026], [0.027, 0.026, -0.010], [-0.006, -0.010, 0.008], [0.005, -0.003, -0.205], [-0.004, 0.000, -0.001], [-0.012, 0.010, -0.016], [0.009, 0.011, -0.005], [-0.011, 0.011, -0.017], [-0.010, 0.011, -0.002], [-0.002, -0.006, 0.046], [0.032, 0.023, -0.012], [0.003, -0.006, -0.004], [0.004, 0.002, 0.002], [0.005, 0.006, -0.019], [0.033, -0.018, 0.002], [0.025, 0.007, -0.017], [-0.002, -0.004, 0.004], [0.001, -0.009, 0.006], [0.003, 0.016, -0.008], [0.005, -0.008, -0.005], [-0.007, 0.006, 0.009], [0.007, 0.001, 0.002], [0.014, 0.004, 0.006], [-0.010, 0.011, 0.006], [0.006, 0.036, -0.009], [0.002, 0.008, -0.004], [-0.012, 0.002, -0.005], [0.003, 0.003, 0.004], [0.000, -0.002, -0.002], [-0.005, 0.015, 0.014]]
}

ΔE to the lowest compared entry with this formula, charge and spin, respectively: 529.8, 120.5, 516.8, 401.8, 387.0, 44.5 kJ/mol.
Total energy, respectively: -1906.79485, -1307.25959, -244.47853, -325.78452, -2362.13225, -6223.97330 Ha.